P | Below is an isolated ion of composition C6H15N4 and charge +1, with properties calculated with ωB97M-V with the def2-TZVPD basis set.

The geometry in XYZ format:
```
25
C6H15N4 ωB97M-V with the def2-TZVPD basis set
H 2.65 -1.68 -0.45
N 2.22 -1.45 0.46
N 1.78 -0.34 0.62
C 1.86 0.72 -0.44
C 0.55 1.49 -0.24
N 0.55 1.98 1.17
C -0.27 0.28 -0.54
N -0.40 -0.06 -1.76
C -0.86 -0.56 0.57
C -2.26 -0.10 0.43
C -0.71 -2.05 0.32
H 2.17 0.30 -1.60
H 2.68 1.36 -0.03
H 0.55 2.33 -0.92
H -0.03 2.80 1.28
H 1.43 2.20 1.58
H -0.62 0.62 -2.52
H -0.97 -0.90 -1.80
H -0.55 -0.22 1.50
H -2.07 1.06 0.46
H -2.81 -0.10 1.37
H -2.75 -0.30 -0.49
H -1.01 -2.59 1.33
H 0.26 -2.49 0.09
H -1.41 -2.32 -0.39
```

As for the HOMO-LUMO gap: 8.53 eV. The charge is +1. The SMILES is [H]/N=N\C[C@H](N)C(=[NH2+])C(C)C. The LUMO energy comes out at -0.1556 hartree.

The computed Mulliken charges, all in e, follow:
1 H 0.256
2 N -0.705
3 N 0.396
4 C -0.966
5 C 0.562
6 N -0.571
7 C -0.697
8 N -0.121
9 C 0.375
10 C -1.161
11 C -1.445
12 H 0.329
13 H 0.382
14 H 0.487
15 H 0.244
16 H 0.212
17 H 0.327
18 H 0.338
19 H 0.519
20 H 0.313
21 H 0.398
22 H 0.340
23 H 0.332
24 H 0.355
25 H 0.502


Q | Below is a 2-piece molecular cluster, C6H15N4 overall, with properties calculated with ωB97M-V with the def2-TZVPD basis set.

The geometry in XYZ format:
```
25
C6H15N4 ωB97M-V with the def2-TZVPD basis set
C -0.52 1.32 -0.38
C 0.90 -1.49 0.34
C -1.53 0.50 -0.65
C -0.73 2.75 -0.38
C 3.71 -0.12 0.47
C 2.75 -0.28 -0.66
N 0.70 0.90 -0.14
N 1.36 -0.34 -0.17
N -2.50 -0.26 -0.97
N -3.71 -1.34 1.02
H -0.13 -1.60 0.53
H 1.51 -2.34 0.60
H -1.89 2.97 -0.59
H -0.15 3.12 -1.19
H -0.40 3.13 0.62
H 4.64 -0.22 -0.09
H 3.58 0.83 0.90
H 3.52 -0.96 1.20
H 2.76 0.50 -1.34
H 2.91 -1.26 -1.16
H -3.00 -0.69 -0.09
H -2.56 -0.57 -1.88
H -3.11 -0.85 1.76
H -3.47 -2.31 0.83
H -4.65 -1.40 1.43
```

As for the HOMO-LUMO gap (spin up / spin down): 7.69 / 7.69 eV. The charge is +1. The LUMO energy (spin up / spin down) comes out at -0.1344 / -0.1344 hartree.

The computed Mulliken charges, all in e, follow:
1 C 0.809
2 C -0.292
3 C -0.051
4 C -1.197
5 C -0.864
6 C -0.631
7 N -0.678
8 N 0.414
9 N -0.289
10 N -0.868
11 H 0.199
12 H 0.275
13 H 0.311
14 H 0.319
15 H 0.301
16 H 0.298
17 H 0.323
18 H 0.316
19 H 0.346
20 H 0.386
21 H 0.504
22 H 0.233
23 H 0.300
24 H 0.284
25 H 0.251


Which of them is most stable? Easy: P.


P | Below is C3H5F2N in the gas phase, with properties calculated with ωB97M-V with the def2-TZVPD basis set.

The geometry in XYZ format:
```
11
C3H5F2N ωB97M-V with the def2-TZVPD basis set
C 0.04 0.37 -0.35
C -1.13 0.95 0.55
C 1.61 -1.47 -0.91
N 0.73 -0.82 -0.07
F -1.38 2.20 0.04
F 1.97 -2.58 -0.24
H -0.22 0.29 -1.35
H 0.88 1.15 -0.39
H -2.06 0.42 0.22
H -1.08 0.76 1.65
H 0.62 -1.28 0.85
```

As for the HOMO-LUMO gap: 10.60 eV. The charge is 0. The LUMO energy comes out at 0.0328 hartree.

The computed Mulliken charges, all in e, follow:
1 C -0.442
2 C -0.277
3 C -0.350
4 N -0.004
5 F -0.256
6 F -0.161
7 H 0.371
8 H 0.283
9 H 0.229
10 H 0.317
11 H 0.292


Q | Below is C3H5F2N in the gas phase, with properties calculated with ωB97M-V with the def2-TZVPD basis set.

The geometry in XYZ format:
```
11
C3H5F2N ωB97M-V with the def2-TZVPD basis set
N -1.54 0.76 0.96
C -0.88 0.43 -0.23
C 0.42 1.14 -0.60
C 0.47 -0.30 -0.18
F 0.98 -0.65 1.00
F 0.66 -1.34 -1.04
H -2.11 0.15 1.43
H -2.08 1.64 0.87
H -1.47 0.03 -1.16
H 0.77 1.32 -1.62
H 0.81 1.79 0.20
```

As for the HOMO-LUMO gap: 10.43 eV. The charge is 0. The SMILES is N[C@H]1CC1(F)F. The LUMO energy comes out at 0.0381 hartree.

The computed Mulliken charges, all in e, follow:
1 N -0.535
2 C -0.107
3 C -0.764
4 C 0.774
5 F -0.281
6 F -0.292
7 H 0.205
8 H 0.219
9 H 0.234
10 H 0.271
11 H 0.278


Which of them is most stable? Easy: Q.


P | Below is H29O14 as an isolated structure, with properties calculated with ωB97M-V with the def2-TZVPD basis set.

The geometry in XYZ format:
```
43
H29O14 ωB97M-V with the def2-TZVPD basis set
O -2.87 2.04 -2.04
H -1.15 0.78 2.12
O 0.59 -0.59 -0.37
H 1.87 1.75 -2.55
H 1.40 -0.07 -0.09
O -2.77 3.30 1.23
H 2.66 -1.67 -4.42
H -3.28 2.49 1.49
O 1.14 2.30 -2.82
H -2.44 0.03 2.35
H 1.38 3.07 -3.42
O 3.69 1.07 2.43
H 3.81 0.12 2.13
H 4.47 1.09 3.03
O -1.61 1.14 -0.09
H -0.59 0.48 -3.68
H 1.99 -0.59 -3.46
O 2.61 -3.28 -1.79
H 3.54 -3.30 -1.41
H 1.13 -1.47 -0.45
O -0.72 1.58 2.25
H -0.08 1.45 3.03
H -0.79 -0.14 -2.28
O -3.06 0.45 1.85
H -3.66 2.30 -1.40
H -2.23 1.46 -1.18
O 3.37 -1.60 1.49
H -0.81 -3.77 1.40
H -2.03 3.22 1.88
O 2.06 -0.99 -4.26
H -0.98 1.86 0.04
H -3.37 1.39 -2.68
O -1.32 -0.96 3.22
H -3.71 0.92 2.43
H -1.75 -0.89 4.05
O -1.02 -2.86 1.51
H -1.58 -1.60 2.63
H -1.04 -2.67 0.49
O -1.23 0.03 -3.12
H 3.95 -1.60 0.61
H -1.63 0.36 0.58
H 3.07 -2.51 1.51
H 2.97 -4.15 -2.20
```

As for the HOMO-LUMO gap (spin up / spin down): 2.29 / 10.32 eV. The charge is 0. The LUMO energy (spin up / spin down) comes out at -0.0127 / -0.0113 hartree. The multiplicity is 2.

The computed Mulliken charges, all in e, follow:
1 O -0.557
2 H -0.030
3 O -0.481
4 H 0.307
5 H 0.221
6 O -0.642
7 H 0.329
8 H 0.307
9 O -0.624
10 H 0.341
11 H 0.294
12 O -0.684
13 H 0.406
14 H 0.352
15 O -0.872
16 H 0.304
17 H 0.283
18 O -0.595
19 H 0.322
20 H 0.254
21 O -0.704
22 H 0.300
23 H 0.242
24 O -0.464
25 H 0.451
26 H 0.583
27 O -1.025
28 H 0.294
29 H 0.303
30 O -0.666
31 H 0.392
32 H 0.398
33 O -0.754
34 H 0.398
35 H 0.289
36 O -0.677
37 H 0.320
38 H 0.259
39 O -0.507
40 H 0.383
41 H 0.301
42 H 0.371
43 H 0.282


Q | Below is a 14-piece molecular cluster, H29O14 overall, with properties calculated with ωB97M-V with the def2-TZVPD basis set.

The geometry in XYZ format:
```
43
H29O14 ωB97M-V with the def2-TZVPD basis set
O -2.89 -2.10 -0.06
H 4.44 -1.65 2.62
O -0.13 -0.28 2.96
H -0.86 0.47 3.00
H -0.36 -1.12 2.51
O 1.07 1.65 2.02
H 2.06 -0.08 -1.26
H 1.36 1.40 1.13
O 3.09 2.77 1.01
H 3.71 3.48 0.86
H 3.38 1.95 0.61
O -3.07 2.76 -1.35
H -3.97 2.76 -0.99
H -3.07 1.94 -1.84
O -0.91 -2.69 -2.65
H -1.77 -2.61 -2.21
H -0.92 -2.52 -3.59
O -0.57 -3.07 2.08
H -0.68 -3.11 1.12
H -0.75 -3.97 2.36
O -2.25 0.19 -2.76
H -2.67 -0.40 -3.40
H -1.38 0.35 -3.18
O -2.37 0.62 3.52
H -2.56 1.31 2.87
H -3.24 -2.78 0.52
O 4.25 -1.31 1.75
H 4.97 -0.70 1.58
H 1.55 1.79 2.83
O 2.42 0.73 -0.88
H 0.53 0.48 2.48
H 3.49 -3.29 -1.19
O 3.08 -2.94 -1.98
H -3.08 0.83 4.18
H 2.71 -3.62 -2.58
O -1.80 2.10 1.37
H -2.20 1.78 0.55
H -2.16 3.00 1.35
O 1.19 2.27 -3.98
H 1.10 1.46 -4.51
H 0.74 2.79 -4.68
H -3.36 -2.06 -0.89
H 1.91 1.43 -1.31
```

As for the HOMO-LUMO gap (spin up / spin down): 2.38 / 10.24 eV. The charge is 0. The LUMO energy (spin up / spin down) comes out at 0.0051 / -0.0002 hartree. The multiplicity is 2.

The computed Mulliken charges, all in e, follow:
1 O -0.851
2 H 0.305
3 O -0.607
4 H 0.492
5 H 0.442
6 O -0.707
7 H 0.338
8 H 0.362
9 O -0.690
10 H 0.292
11 H 0.317
12 O -0.721
13 H 0.382
14 H 0.331
15 O -0.676
16 H 0.251
17 H 0.404
18 O -0.775
19 H 0.351
20 H 0.315
21 O -1.021
22 H 0.516
23 H 0.260
24 O -0.722
25 H 0.361
26 H 0.367
27 O -0.640
28 H 0.321
29 H 0.364
30 O -0.894
31 H 0.599
32 H 0.310
33 O -0.667
34 H 0.364
35 H 0.337
36 O -0.728
37 H 0.306
38 H 0.320
39 O -0.763
40 H 0.353
41 H 0.342
42 H 0.362
43 H 0.396


Which of them is most stable? Easy: Q.


P | Below is a 2-piece molecular cluster, CH6N2 overall, with properties calculated with ωB97M-V with the def2-TZVPD basis set.

The geometry in XYZ format:
```
9
CH6N2 ωB97M-V with the def2-TZVPD basis set
C -0.58 0.12 0.76
N 0.14 -0.77 -1.18
N 0.40 -0.72 0.18
H -0.82 1.12 0.11
H -1.50 -0.37 0.80
H -0.11 0.60 1.73
H 0.92 -1.08 -1.70
H -0.50 -0.03 -1.66
H 1.83 0.41 0.51
```

As for the HOMO-LUMO gap (spin up / spin down): 8.34 / 8.98 eV. The charge is 0. The LUMO energy (spin up / spin down) comes out at 0.0077 / 0.0143 hartree.

The computed Mulliken charges, all in e, follow:
1 C -0.763
2 N -0.335
3 N -0.269
4 H 0.216
5 H 0.349
6 H 0.289
7 H 0.238
8 H 0.251
9 H 0.025


Q | Below is a 2-piece molecular cluster, CH6N2 overall, with properties calculated with ωB97M-V with the def2-TZVPD basis set.

The geometry in XYZ format:
```
9
CH6N2 ωB97M-V with the def2-TZVPD basis set
C 1.35 -2.25 0.18
N 0.08 -2.28 0.33
H 1.97 -2.81 0.87
H 1.80 -1.73 -0.67
H -0.29 -1.54 -0.27
N -1.32 2.62 -0.29
H -0.49 2.10 -0.41
H -1.13 3.59 -0.11
H -1.98 2.30 0.37
```

As for the HOMO-LUMO gap: 10.76 eV. The charge is 0. The SMILES is C=N.N. The LUMO energy comes out at 0.0321 hartree.

The computed Mulliken charges, all in e, follow:
1 C -0.239
2 N -0.487
3 H 0.257
4 H 0.207
5 H 0.262
6 N -0.610
7 H 0.196
8 H 0.206
9 H 0.208


Which of them is most stable? Easy: Q.